DFT (ωB97M-V/def2-TZVPD) results for a 8-piece molecular cluster, C59H62NO6 overall.

Last column: Löwdin charge in e.
Atoms and positions in Å:
C  3.48  -3.87  -3.07  -0.1321
C  4.58  -2.72  -3.56  -0.2445
C  3.96  -1.71  -4.70  -0.2049
C  3.45  -0.25  -4.14  -0.1033
C  2.00  -0.27  -3.38  -0.1831
O  1.22  -1.53  -3.31  -0.0413
C  0.57  -1.53  -4.66  -0.2485
O  0.40  -2.67  -5.33  -0.0038
O  0.28  -0.12  -4.99  -0.0015
C  0.79  0.72  -3.90  -0.2563
C  -0.50  0.80  -2.89  -0.0873
C  -1.62  1.93  -3.27  -0.0721
C  -2.96  1.36  -4.03  -0.2597
O  -4.12  2.03  -3.78  -0.0568
N  -3.03  0.20  -5.00  0.0391
C  -3.14  -1.13  -4.29  -0.1453
C  -3.57  -1.33  -2.70  -0.0255
C  -3.61  -2.84  -2.06  -0.0840
C  -3.23  -4.17  -2.93  -0.0954
C  -2.84  -4.01  -4.54  -0.0571
C  -2.81  -2.48  -5.16  -0.0306
C  1.46  2.18  -4.23  -0.3518
O  1.71  2.98  -3.16  -0.1262
O  1.71  2.57  -5.63  -0.2183
H  3.05  -3.49  -2.05  0.0710
H  4.00  -4.93  -3.00  0.0623
H  2.58  -3.96  -3.84  0.0740
H  5.45  -3.34  -4.10  0.0920
H  5.10  -2.16  -2.66  0.1034
H  4.86  -1.47  -5.45  0.1159
H  3.16  -2.29  -5.35  0.1155
H  4.25  0.08  -3.31  0.1297
H  3.56  0.51  -5.01  0.1239
H  2.13  0.11  -2.26  0.1735
H  -0.06  1.11  -1.82  0.1285
H  -0.99  -0.28  -2.70  0.1259
H  -2.00  2.39  -2.24  0.1159
H  -1.22  2.84  -3.89  0.1449
H  -2.21  0.23  -5.66  0.1226
H  -3.85  -0.40  -2.06  0.0904
H  -3.90  -3.01  -0.92  0.0832
H  -3.21  -5.28  -2.52  0.0709
H  -2.56  -4.91  -5.25  0.0812
H  -2.50  -2.40  -6.31  0.1001
C  -0.83  4.12  -0.35  -0.0899
C  0.08  4.84  -1.13  -0.0658
C  0.19  6.22  -0.97  -0.0822
C  -0.60  6.88  -0.03  -0.1064
C  -1.51  6.17  0.75  -0.1135
C  -1.63  4.79  0.58  -0.1086
H  -0.93  3.05  -0.48  0.0818
H  0.70  4.32  -1.85  0.0726
H  0.90  6.78  -1.58  0.1031
H  -0.51  7.96  0.09  0.0907
H  -2.12  6.68  1.48  0.0820
H  -2.34  4.23  1.18  0.0948
C  -4.27  10.40  2.07  -0.0937
C  -4.59  11.17  3.19  -0.1021
C  -3.73  11.18  4.29  -0.1032
C  -2.56  10.42  4.27  -0.0996
C  -2.24  9.66  3.15  -0.0948
C  -3.10  9.64  2.05  -0.0937
H  -4.94  10.39  1.21  0.1011
H  -5.50  11.76  3.20  0.0977
H  -3.98  11.77  5.17  0.0968
H  -1.89  10.43  5.13  0.0983
H  -1.33  9.07  3.14  0.1005
H  -2.86  9.04  1.18  0.0897
C  2.99  0.66  -10.43  -0.1136
C  3.77  1.65  -11.02  -0.1226
C  4.08  2.81  -10.30  -0.1153
C  3.62  2.97  -9.00  -0.0878
C  2.84  1.97  -8.41  -0.0764
C  2.52  0.82  -9.13  -0.0873
H  2.75  -0.24  -10.99  0.0913
H  4.14  1.52  -12.03  0.0891
H  4.69  3.59  -10.76  0.0902
H  3.86  3.87  -8.44  0.1015
H  2.48  2.10  -7.39  0.0542
H  1.91  0.05  -8.67  0.0995
C  -1.26  3.41  4.11  -0.0908
C  -2.20  3.58  5.12  -0.0937
C  -2.45  2.56  6.04  -0.0972
C  -1.74  1.36  5.95  -0.1037
C  -0.79  1.18  4.94  -0.0980
C  -0.55  2.20  4.02  -0.0857
H  -1.07  4.20  3.40  0.0887
H  -2.75  4.52  5.20  0.1002
H  -3.19  2.69  6.82  0.0979
H  -1.93  0.56  6.66  0.0787
H  -0.24  0.25  4.87  0.0987
H  0.18  2.07  3.23  0.1043
C  -3.91  -4.54  6.17  -0.0929
C  -3.13  -3.54  5.58  -0.0875
C  -2.82  -2.39  6.29  -0.0861
C  -3.28  -2.23  7.60  -0.0894
C  -4.06  -3.22  8.19  -0.1077
C  -4.38  -4.38  7.47  -0.1112
H  -4.15  -5.44  5.61  0.1006
H  -2.76  -3.67  4.56  0.1036
H  -2.21  -1.61  5.83  0.0827
H  -3.04  -1.33  8.16  0.0961
H  -4.42  -3.10  9.20  0.0926
H  -4.99  -5.15  7.93  0.1012
C  7.69  -8.01  -3.56  -0.1020
C  8.60  -7.29  -4.33  -0.1028
C  8.71  -5.91  -4.18  -0.0974
C  7.92  -5.24  -3.24  -0.0996
C  7.01  -5.96  -2.46  -0.1017
C  6.89  -7.34  -2.62  -0.0972
H  7.59  -9.08  -3.68  0.0971
H  9.22  -7.81  -5.06  0.0973
H  9.42  -5.35  -4.78  0.0990
H  8.01  -4.17  -3.11  0.0999
H  6.40  -5.45  -1.73  0.0996
H  6.18  -7.90  -2.02  0.0992
C  -3.17  -5.46  13.05  -0.0990
C  -3.33  -5.01  11.73  -0.0937
C  -2.85  -5.78  10.67  -0.0870
C  -2.23  -7.00  10.92  -0.0920
C  -2.07  -7.45  12.23  -0.1003
C  -2.54  -6.68  13.30  -0.1015
H  -3.54  -4.86  13.87  0.0985
H  -3.82  -4.06  11.54  0.0919
H  -2.97  -5.43  9.65  0.0802
H  -1.86  -7.61  10.10  0.1010
H  -1.58  -8.40  12.43  0.0986
H  -2.41  -7.02  14.32  0.0977

Summary:
Charge = -1
HOMO level = -5.95 eV
Gap between HOMO and LUMO = 7.8 eV